32
Properties=species:S:1:pos:R:3:forces:R:3:mulliken_charge:R:1 method="wB97M-V/def2-TZVPD" e_homo_ev="-11.7 / -12.2" relative_energy_ev=0.096 charge=+1 orbital_gap_ev="7.921 / 8.139" max_force_ev_per_a=1.86 total_energy_ha=-1523.29290
Ce -0.475808 0.690268 -2.618189 0.056 -0.598 0.210 1.1649
S -1.261480 -1.124623 -0.383581 -0.135 0.165 0.764 1.3397
O -2.011981 -2.319443 -0.157050 0.487 0.612 -0.314 -0.6134
O -0.065887 -1.267274 -1.310088 -0.959 0.018 0.033 -0.6265
O -2.021637 0.054227 -0.952401 0.489 -0.557 -0.358 -0.6513
N 2.118678 0.385002 -0.971178 0.322 -0.315 -0.258 -0.5732
N 1.102292 -0.534352 -4.247883 0.129 -0.055 -0.202 -0.7078
C 0.148976 0.524439 3.615611 -0.038 -0.163 0.014 0.9277
C 0.537078 1.083325 4.950251 0.099 0.128 0.179 -1.3861
C -0.646471 -0.482336 1.153769 -0.102 -0.386 0.073 0.5151
C -0.408707 -1.369697 2.208195 -0.013 0.184 -0.035 -0.6673
C -0.063926 1.384635 2.536890 -0.016 -0.039 0.050 -1.0014
C -0.483954 0.891226 1.312538 0.051 -0.009 -0.093 -0.1576
C -0.022022 -0.854075 3.443465 -0.049 -0.093 -0.289 -0.6067
C -1.992661 -0.141291 -4.069412 -0.801 -0.284 -0.544 -1.3265
H 0.594171 -0.762817 -5.107823 0.312 -0.027 0.269 0.3034
H 1.322028 -1.417117 -3.776071 0.027 0.217 -0.251 0.2917
H 0.070965 2.458382 2.673080 -0.066 -0.278 -0.040 0.2898
H 0.512302 1.525508 -1.372319 0.038 1.637 0.889 0.0413
H 1.494207 0.670890 5.286566 -0.137 0.057 -0.031 0.3359
H 0.631862 2.169358 4.883419 0.025 -0.121 0.138 0.3532
H -1.831091 0.325232 -5.058945 -0.104 -0.227 0.191 0.4267
H 2.254245 0.888392 -0.094278 -0.063 -0.082 -0.315 0.2392
H -2.925377 0.255425 -3.616911 0.259 -0.133 -0.225 0.4155
H -0.550303 -2.439374 2.053605 -0.017 0.282 0.113 0.4289
H -0.691511 1.577565 0.493755 0.010 -0.187 0.268 0.3347
H 0.130880 -1.532332 4.285915 -0.012 0.226 -0.260 0.3994
H 1.983234 -0.084740 -4.513501 -0.255 -0.333 0.040 0.3050
H 2.995223 0.402838 -1.487390 0.004 -0.189 0.325 0.2213
H -2.079784 -1.234066 -4.134164 -0.002 0.259 -0.118 0.3762
H -0.210826 0.849849 5.717122 0.117 0.015 -0.167 0.3414
H 1.847282 -0.573035 -0.743005 0.343 0.274 -0.059 0.2670

***

14
Properties=species:S:1:pos:R:3:forces:R:3:mulliken_charge:R:1 method="wB97M-V/def2-TZVPD" e_homo_ev=-8.7 smiles="CC1=CC1.P" relative_energy_ev=3.386 charge=0 orbital_gap_ev=9.763 max_force_ev_per_a=3.95 total_energy_ha=-498.97915
P 3.105200 0.185852 -0.166146 -1.463 -0.864 2.345 -0.1333
C -2.619424 0.239577 -0.524369 1.170 2.901 -0.454 -1.2123
C -1.314425 0.021979 0.066496 -0.282 -0.188 0.079 0.3799
C -0.112401 -0.364687 -0.099659 -0.405 0.234 1.679 -0.4051
C -0.453921 0.029168 1.292668 -1.757 1.536 3.183 -0.5825
H -3.311587 0.719390 0.100386 -1.277 -0.257 1.260 0.3429
H 3.027826 -0.291818 -1.411710 -1.151 -0.791 -2.032 0.0350
H 0.715862 -0.568262 -0.651190 1.695 -0.897 -1.599 0.4207
H 4.366515 0.261166 -0.578248 2.649 0.170 0.280 0.0548
H -2.956965 -0.484409 -1.161828 -1.155 -2.608 -0.805 0.3568
H -0.214063 1.016096 1.836142 0.156 -0.872 -1.588 0.1690
H -2.537439 1.019512 -1.278612 0.575 0.567 -0.267 0.3130
H 3.150728 -1.224602 0.384920 0.233 1.588 -0.553 0.0809
H -0.845911 -0.558967 2.191154 1.012 -0.520 -1.528 0.1802